A 2-piece molecular cluster, C4H8ClNO2 overall in a non-equilibrium geometry. Source: the Open Molecules 2025 dataset; level of theory: wB97M-V/def2-TZVPD.

Computed properties:
**Lowest unoccupied orbital energy**: 0.0220 hartree
**ΔE to the lowest compared entry with this formula, charge and spin**: 275.2 kJ/mol
**Kohn-Sham gap**: 0.3164 Eh
**Electronic energy**: -22382.2521 eV
**HOMO level**: -8.012 eV
**Max |F|**: 0.0871 hartree/bohr
**SMILES**: OC(O)=CCl.C=NC

Geometry as ORCA input:
```
! RIJCOSX wB97M-V def2-TZVPD def2/J DEFGRID3
* xyz 0 1
C -0.7468 0.0433 -2.0321
C 0.2863 0.6877 2.4094
C 1.3535 -0.9552 1.0002
C -1.0498 0.4435 -0.7799
N 0.4684 0.2424 1.2532
O 0.0532 0.8482 -2.9054
O -0.7947 -1.2122 -2.5062
Cl -1.2210 2.0807 -0.4419
H 0.7918 0.3808 3.2941
H -0.5488 1.3852 2.5751
H -1.2754 -1.8755 -1.9903
H 2.0940 -0.8669 1.8101
H 0.7532 -1.7509 1.2592
H 1.6313 -0.8980 -0.1203
H -1.7443 -0.2585 -0.2374
H -0.0508 1.7053 -2.5877
*
```